(1)
The following is a DFT calculation (ωB97M-V/def2-TZVPD) of C22H43AsBeN2O2P2Si2 as an isolated structure.

Total energy (Eh): -4636.5154
E_LUMO (Ha): 0.0192

```
! wB97M-V def2-TZVPD RIJCOSX def2/J DEFGRID3
* xyz 0 1
Be 0.309 0.177 0.605
C -0.770 -4.736 3.583
P -0.388 -3.679 2.111
C -0.976 -4.825 0.798
C 1.435 -3.994 2.017
C 2.145 -3.206 0.903
P 2.003 -1.353 0.947
C 2.910 -0.911 2.473
C 3.285 -0.950 -0.293
H -0.298 -5.718 3.507
H -1.851 -4.869 3.648
H -0.429 -4.244 4.495
H -0.570 -5.828 0.934
H -0.704 -4.430 -0.181
H -2.066 -4.860 0.842
H 1.589 -5.065 1.865
H 1.863 -3.735 2.990
H 1.752 -3.515 -0.070
H 3.212 -3.437 0.918
H 3.828 -1.493 2.571
H 2.282 -1.057 3.353
H 3.153 0.151 2.390
H 4.238 -1.415 -0.037
H 3.406 0.134 -0.309
H 2.967 -1.279 -1.282
C -4.224 0.422 -2.122
Si -2.988 0.746 -0.720
C -2.659 2.616 -0.707
C -3.970 0.394 0.884
As -1.251 -0.797 -0.709
Si -0.200 -0.583 -2.784
C 1.443 0.357 -3.053
C -1.308 0.082 -4.174
C 0.222 -2.403 -3.170
H -5.078 1.099 -2.057
H -4.594 -0.604 -2.075
H -3.758 0.561 -3.099
H -3.522 3.162 -0.319
H -2.458 2.990 -1.714
H -1.795 2.862 -0.085
H -5.000 0.751 0.813
H -3.516 0.884 1.748
H -4.004 -0.683 1.075
H 1.314 1.183 -3.755
H 2.211 -0.304 -3.461
H 1.831 0.782 -2.130
H -1.642 1.098 -3.946
H -2.194 -0.539 -4.322
H -0.756 0.116 -5.116
H 0.718 -2.851 -2.303
H 0.878 -2.526 -4.035
H -0.694 -2.972 -3.344
N -1.317 0.030 2.844
C -1.570 0.658 3.999
C -0.577 1.599 4.173
C 0.244 1.467 3.047
N -0.219 0.503 2.256
H -1.818 -0.720 2.391
H -2.419 0.402 4.610
H -0.461 2.289 4.989
H 1.141 2.005 2.781
O 2.670 2.409 1.209
C 1.813 2.422 0.332
O 1.007 1.437 0.101
C 1.640 3.606 -0.571
C 2.448 4.723 -0.392
C 2.304 5.827 -1.217
C 1.342 5.821 -2.218
C 0.535 4.707 -2.401
C 0.686 3.598 -1.583
H 3.191 4.708 0.395
H 2.941 6.690 -1.075
H 1.221 6.689 -2.855
H -0.212 4.708 -3.185
H 0.073 2.718 -1.727
*
```



(2)
The following is a DFT calculation (ωB97M-V/def2-TZVPD) of a 3-piece molecular cluster, C22H43BI2N4O8PS overall.

Total energy (Eh): -3044.8944
E_LUMO (Ha): 0.0747

```
! wB97M-V def2-TZVPD RIJCOSX def2/J DEFGRID3
* xyz -1 1
C 6.648 1.327 -0.141
C 5.517 1.560 -1.110
I 6.184 1.312 -3.091
C 4.267 1.940 -0.840
I 3.836 2.318 1.189
C 3.080 2.208 -1.772
S 3.363 3.839 -2.621
C 2.756 1.078 -2.792
O 1.392 1.241 -3.043
B 0.833 1.534 -1.712
C 0.450 0.181 -0.907
C -0.003 -0.918 -1.627
C -0.388 -2.080 -0.973
N -0.322 -2.237 0.352
C 0.114 -1.184 1.053
C 0.495 0.021 0.480
P -0.824 2.588 -1.966
N -1.745 2.180 -3.169
O -0.456 4.183 -2.020
O -1.605 2.475 -0.534
O 1.914 2.303 -1.029
H 6.275 0.979 0.822
H 7.208 2.257 0.014
H 7.348 0.588 -0.534
H 3.452 3.359 -3.864
H 2.992 0.108 -2.324
H 3.307 1.171 -3.724
H -0.079 -0.861 -2.707
H -0.756 -2.927 -1.548
H 0.184 -1.313 2.131
H 0.836 0.839 1.109
H -1.907 2.953 -3.806
H -0.503 4.565 -1.137
H -2.528 2.729 -0.676
C -0.004 0.011 4.568
O 0.640 -1.217 4.841
C 1.964 -1.093 5.338
C 2.046 -1.616 6.754
N 1.309 -0.759 7.671
C 1.163 -1.290 9.018
C 0.357 -2.571 9.195
O -1.018 -2.430 8.897
C -1.376 -2.635 7.542
H -0.952 -0.223 4.088
H -0.204 0.585 5.481
H 0.588 0.625 3.883
H 2.294 -0.051 5.292
H 2.623 -1.686 4.698
H 3.095 -1.647 7.065
H 1.672 -2.650 6.741
H 0.390 -0.584 7.283
H 0.692 -0.517 9.631
H 2.164 -1.458 9.432
H 0.410 -2.852 10.251
H 0.780 -3.403 8.619
H -0.724 -3.371 7.064
H -1.342 -1.713 6.956
H -2.398 -3.011 7.528
C -4.922 1.757 -3.992
O -5.149 0.714 -4.924
C -4.689 0.994 -6.238
C -3.508 0.118 -6.593
N -2.365 0.492 -5.784
C -1.190 -0.355 -5.898
C -1.302 -1.827 -5.505
O -1.594 -2.040 -4.142
C -2.959 -2.112 -3.794
H -5.395 1.456 -3.059
H -3.857 1.933 -3.807
H -5.378 2.694 -4.332
H -4.406 2.048 -6.322
H -5.512 0.802 -6.934
H -3.263 0.263 -7.651
H -3.817 -0.932 -6.465
H -2.642 0.531 -4.810
H -0.420 0.105 -5.275
H -0.831 -0.322 -6.935
H -0.316 -2.268 -5.683
H -2.020 -2.384 -6.124
H -3.551 -2.567 -4.596
H -3.380 -1.131 -3.558
H -3.036 -2.734 -2.902
*
```



(3)
The following is a DFT calculation (ωB97M-V/def2-TZVPD) of C22H43CoN2OP3 as an isolated structure at a distorted geometry.

ΔE to the lowest compared entry with this formula, charge and spin (kcal per mole): 0.00
Total energy (Eh): -3454.6199
⟨S²⟩: 6.039
E_LUMO (spin up / spin down) (Ha): -0.3148 / -0.4573

```
! wB97M-V def2-TZVPD RIJCOSX def2/J DEFGRID3
* xyz 3 5
Co -0.280 -0.065 -0.037
P -0.960 1.965 0.176
P -0.699 -0.967 1.831
P -0.005 -0.071 -2.132
H -2.863 -6.218 0.582
C -2.081 -6.388 -0.154
C -0.833 -6.744 0.193
H -0.511 -6.861 1.230
C -2.746 2.127 -0.212
C -0.832 2.727 1.846
C -0.310 3.393 -0.787
C -0.700 -2.685 2.431
C 0.306 -0.249 3.196
C -2.449 -0.521 2.169
C 0.915 -1.507 -2.744
C 0.818 1.261 -3.106
C -1.660 -0.155 -2.907
H -2.366 -6.464 -1.203
H -0.123 -7.090 -0.562
H -3.056 3.172 -0.081
H -3.338 1.488 0.452
H -2.928 1.827 -1.250
H -1.452 3.632 1.897
H 0.211 3.016 2.028
H -1.148 2.045 2.641
H -1.055 4.201 -0.799
H -0.082 3.121 -1.820
H 0.604 3.785 -0.326
H -0.843 -2.610 3.517
H 0.260 -3.176 2.231
H -1.528 -3.275 2.022
H -0.145 -0.488 4.169
H 0.412 0.833 3.087
H 1.297 -0.715 3.131
H -2.878 -1.263 2.857
H -2.982 -0.559 1.207
H -2.522 0.484 2.604
H 1.584 -1.197 -3.556
H 0.204 -2.262 -3.094
H 1.505 -1.931 -1.923
H 1.323 0.795 -3.963
H 1.568 1.776 -2.491
H 0.067 1.973 -3.473
H -1.605 -0.818 -3.779
H -1.955 0.858 -3.217
H -2.387 -0.553 -2.184
C 0.127 -4.368 -0.892
C -1.075 -3.619 -0.840
C -1.856 -3.610 -1.989
C -1.425 -4.197 -3.182
C -0.153 -4.780 -3.230
C 0.673 -4.791 -2.121
O 0.759 -4.952 0.202
H 0.253 -4.936 1.027
H -1.468 -3.246 0.101
H -2.853 -3.199 -1.931
H -2.107 -4.280 -4.025
H 0.205 -5.253 -4.143
H 1.644 -5.312 -2.116
N 5.835 0.507 1.495
C 4.564 0.413 1.048
C 3.808 1.573 0.765
C 2.485 1.441 0.367
N 1.880 0.244 0.235
C 2.613 -0.878 0.433
C 3.939 -0.830 0.842
H 6.267 1.416 1.649
H 6.385 -0.306 1.721
H 4.257 2.552 0.880
H 1.890 2.329 0.153
H 2.092 -1.826 0.260
H 4.486 -1.759 1.026
*
```